(1)
Below is C30H55N2O2P2Ru as an isolated structure, with properties calculated with wB97M-V/def2-TZVPD.

Calculated values
HOMO-LUMO gap (alpha / beta) ... 7.5 / 5.4 eV
E_LUMO (alpha / beta) ... -9.49 / -13.00 eV
Net charge ... +3
⟨S²⟩ ... 6.0598
Multiplicity ... 5

Geometry as XYZ:
```
92
Properties=species:S:1:pos:R:3:forces:R:3:lowdin_charge:R:1
C 2.30609 -1.20549 -1.86544 -0.03 -0.08 0.49 -0.300
C 1.72063 0.88051 -2.83621 -0.12 -0.34 -0.30 -0.323
C 3.20698 -1.45222 -2.89636 0.15 0.05 -0.19 0.040
C 2.31588 0.45660 -4.04679 -0.14 1.06 0.28 0.035
C 3.13303 -0.64658 -4.02536 0.31 -0.96 -0.39 0.016
H 3.90066 -2.28781 -2.81290 -0.23 0.16 -0.19 0.149
H 2.16949 1.05883 -4.94164 0.36 -0.02 0.20 0.144
H 3.69371 -0.92239 -4.91273 0.01 0.08 0.07 0.144
N 1.56745 -0.08770 -1.83997 1.00 0.33 -1.27 -0.041
P 0.51182 -2.13953 0.07477 1.48 -3.00 1.15 1.113
P 0.45157 2.46357 -1.01260 1.42 2.48 0.76 1.165
C 2.15233 -2.18921 -0.72528 0.37 0.11 -0.33 -0.252
H 2.37486 -3.20206 -1.06620 -0.13 0.01 -0.09 0.105
H 2.91520 -2.00409 0.03860 0.00 0.26 0.01 0.113
C 1.34262 2.22598 -2.58653 -2.23 -2.02 -1.05 -0.138
H 1.30320 2.92841 -3.43860 0.18 -0.36 0.77 0.120
C -1.36723 3.28039 -0.72102 -1.09 0.49 -0.23 -0.591
C 1.84390 3.77614 -0.52624 0.23 0.40 0.69 -0.619
C -0.47627 -3.42466 -0.94054 -0.90 -0.05 -0.67 -0.628
C 0.85612 -3.04120 1.75004 -0.19 0.35 0.70 -0.625
C -2.43840 2.36056 -0.10815 0.20 -0.59 0.11 -0.097
H -2.19857 2.05983 0.91746 -0.07 0.22 -0.23 0.053
H -3.38365 2.93463 -0.07850 0.51 -0.19 -0.04 0.122
H -2.62566 1.45834 -0.70142 0.05 0.34 0.17 0.032
C -1.36349 4.52949 0.15932 0.71 0.15 0.25 -0.063
H -1.02166 4.28509 1.17232 -0.13 0.22 -0.18 0.091
H -0.77119 5.35153 -0.25108 -0.18 -0.21 0.23 0.074
H -2.39993 4.89852 0.24745 0.31 -0.31 -0.18 0.123
C -1.81457 3.57266 -2.13971 0.19 -0.24 -0.57 -0.088
H -2.81512 4.03179 -2.13852 0.32 -0.03 0.10 0.127
H -1.13073 4.20256 -2.72420 -0.18 -0.04 0.19 0.101
H -1.89714 2.59358 -2.61482 -0.04 0.47 -0.10 0.029
C 1.76882 4.21591 0.93797 -0.22 0.06 0.25 -0.071
H 1.66692 3.33169 1.57738 0.05 0.32 0.15 0.069
H 2.70683 4.72748 1.21896 -0.42 -0.23 -0.17 0.115
H 0.94734 4.91085 1.13100 0.26 -0.22 0.03 0.070
C 3.25010 3.16661 -0.72065 -0.12 -0.23 -0.31 -0.069
H 3.35054 2.20376 -0.19791 0.15 0.30 -0.12 0.076
H 3.49451 3.03131 -1.77933 0.03 -0.07 0.16 0.086
H 3.99537 3.87510 -0.31391 -0.42 -0.36 -0.11 0.117
C 1.65293 4.97525 -1.48323 -0.27 -0.08 -0.21 -0.055
H 1.57222 4.65915 -2.52710 0.09 0.22 0.16 0.065
H 0.75297 5.55102 -1.24212 0.41 -0.04 -0.09 0.072
H 2.52290 5.65142 -1.44463 -0.25 -0.31 0.26 0.124
C -0.49136 -3.43388 2.37309 -0.22 -0.04 0.10 -0.075
H -0.32704 -3.77617 3.40654 0.05 0.14 -0.31 0.117
H -1.16581 -2.56833 2.41343 0.05 -0.23 0.07 0.075
H -0.98728 -4.25490 1.84537 0.15 0.24 0.20 0.070
C 1.55962 -2.09386 2.72838 0.05 0.31 0.06 -0.090
H 2.53352 -1.75825 2.35244 -0.12 -0.02 0.12 0.084
H 0.94411 -1.22287 2.97920 0.11 -0.13 -0.05 0.059
H 1.74602 -2.64442 3.66563 -0.07 0.23 -0.37 0.116
C 1.77202 -4.27463 1.64199 0.09 -0.25 -0.45 -0.057
H 2.71825 -4.04465 1.13940 -0.07 -0.09 0.19 0.089
H 2.01091 -4.60763 2.66370 -0.07 0.27 -0.27 0.117
H 1.31791 -5.13287 1.14461 0.18 0.31 0.18 0.064
C -0.24030 -3.10156 -2.42133 0.02 0.23 -0.17 -0.093
H 0.79149 -3.32412 -2.73088 -0.34 -0.04 0.02 0.090
H -0.92208 -3.71300 -3.03243 0.25 0.15 0.18 0.112
H -0.45290 -2.05040 -2.64009 0.06 -0.15 -0.11 0.039
C -1.96560 -3.29913 -0.59269 -0.22 0.16 0.02 -0.086
H -2.35268 -2.31176 -0.85185 -0.02 -0.40 0.17 0.025
H -2.51239 -4.05517 -1.17534 0.08 0.24 0.14 0.114
H -2.16596 -3.49269 0.46566 0.01 0.01 -0.33 0.070
C -0.09571 -4.90869 -0.74449 0.38 -0.09 0.31 -0.058
H 0.96617 -5.11485 -0.93621 -0.29 0.03 0.08 0.094
H -0.38327 -5.30789 0.23705 0.14 0.18 -0.40 0.082
H -0.66923 -5.49523 -1.48195 0.13 0.41 0.10 0.119
Ru 0.14348 0.17817 -0.34358 -4.15 0.03 -1.36 1.038
C 1.34547 0.58006 0.94270 5.20 1.50 5.37 -0.339
O 2.17334 0.85359 1.73176 -3.19 -1.11 -3.20 0.151
N -2.03108 -0.35246 -1.79143 -2.26 -1.35 -2.04 0.135
C -2.77436 -0.60954 -2.68827 4.22 2.78 1.94 -0.009
C -2.97850 -0.25433 -4.15020 -0.30 0.12 -0.90 -0.574
C -2.01690 0.90189 -4.47940 0.35 0.49 0.66 -0.051
C -2.47813 -1.36790 -5.05247 0.15 -0.95 0.08 -0.037
C -4.39618 0.21525 -4.44197 -0.50 -0.11 0.51 -0.023
H -2.28612 1.80617 -3.94044 -0.17 -0.14 -0.41 0.051
H -0.98580 0.64436 -4.20028 -0.17 -0.01 -0.08 0.074
H -2.03344 1.12386 -5.55161 -0.19 -0.20 0.17 0.120
H -2.80505 -2.36493 -4.73767 -0.14 0.16 -0.30 0.099
H -2.79628 -1.15973 -6.08159 0.02 -0.18 0.29 0.114
H -1.37940 -1.35318 -5.02591 -0.25 -0.23 -0.12 0.084
H -4.46946 0.53475 -5.49018 -0.02 -0.20 0.31 0.111
H -5.12743 -0.57724 -4.22374 0.13 0.31 -0.27 0.108
H -4.62460 1.08177 -3.79868 -0.07 -0.28 -0.29 0.099
C -1.40189 0.59009 3.00275 -0.08 0.17 0.62 -0.079
O -1.31910 -0.01120 1.69324 -0.90 -0.45 -0.51 -0.272
H -0.41437 0.51910 3.47886 -0.31 0.00 -0.23 0.086
H -2.13304 0.04785 3.62130 0.30 0.21 -0.22 0.113
H -1.69263 1.65096 2.93746 0.07 -0.38 -0.01 0.087
H -2.21229 -0.29742 1.40897 0.54 0.27 0.35 0.106
```
Forces are in eV/Å.

(2)
Below is C30H56BIrN8 as an isolated structure, with properties calculated with wB97M-V/def2-TZVPD.

Calculated values
HOMO-LUMO gap ... 6.1 eV
E_LUMO ... -8.15 eV
Net charge ... +2
Multiplicity ... 1

Geometry as XYZ:
```
96
Properties=species:S:1:pos:R:3:forces:R:3:lowdin_charge:R:1
Ir 1.14486 1.08047 0.54463 -1.07 -0.13 -2.14 1.370
C 1.10489 3.10980 -2.50222 -0.13 -0.07 -0.36 -0.054
C 1.20088 1.85985 -3.37761 0.19 0.05 0.20 -0.333
C 2.65267 1.46376 -3.74039 -0.16 0.01 -0.12 -0.040
C 0.42756 0.72346 -2.77921 -0.01 0.14 -0.33 -0.246
C -0.33671 -0.17227 -3.51834 -0.10 -0.22 0.77 0.075
C -0.99098 -0.97718 -2.58793 0.35 0.51 -0.32 -0.163
C -1.91463 -2.11284 -2.85255 -0.26 -0.40 0.21 -0.355
C -1.17867 -3.43623 -2.59973 -0.15 0.25 0.00 -0.031
C -2.50087 -2.08553 -4.26144 0.03 0.11 0.22 -0.049
N -0.61412 -0.56378 -1.35763 -0.24 -0.68 -0.27 0.046
N 0.26554 0.45383 -1.47612 0.83 0.62 2.41 0.019
B -1.24792 -0.96447 -0.00085 0.19 0.46 -0.01 -0.487
N -1.84034 0.32938 0.62595 -0.41 -0.52 0.22 0.057
N -1.04601 1.39539 0.90947 2.23 -0.65 -0.08 -0.014
C -1.82103 2.42249 1.29402 -0.32 -0.04 0.42 -0.232
C -3.13428 1.97971 1.32082 0.53 -0.71 -0.35 0.043
C -3.13007 0.65847 0.86380 0.13 1.26 0.32 -0.144
C -4.44685 -0.04649 0.73974 -0.51 -0.35 0.12 -0.335
C -4.87009 -0.60747 2.11020 0.11 0.09 -0.20 -0.031
C -4.66283 -1.04738 -0.38869 0.05 0.12 0.10 -0.048
C -1.45354 3.84592 1.58807 0.09 0.11 -0.11 -0.332
C 0.02424 4.18233 1.40518 -0.26 0.02 0.23 -0.059
C -2.30550 4.77275 0.70841 0.03 -0.04 0.17 -0.043
N -0.19857 -1.65422 0.90529 -0.60 -0.02 0.05 0.060
N 1.04711 -1.12149 1.07304 0.24 2.37 -0.78 0.023
C 1.79796 -2.00161 1.75591 0.07 -0.31 0.54 -0.226
C 1.00056 -3.08862 2.08159 -0.41 0.82 -0.57 0.037
C -0.25440 -2.86363 1.50776 1.20 0.06 0.56 -0.138
C -1.27648 -3.95344 1.63985 -0.46 -0.45 -0.07 -0.328
C -2.72671 -3.70126 1.26825 0.15 0.04 0.07 -0.056
C -0.76896 -5.20472 0.89859 -0.06 0.16 0.14 -0.033
C 3.25990 -2.01515 2.09291 0.19 0.07 -0.14 -0.336
C 3.92935 -3.15881 1.31778 0.01 -0.02 0.16 -0.042
C 4.01276 -0.71347 1.83946 -0.19 -0.15 0.18 -0.075
H 1.72646 3.90350 -2.91111 0.07 0.09 0.10 0.098
H 1.40746 2.90092 -1.47324 0.10 0.10 0.11 0.013
H 0.07684 3.46153 -2.47941 -0.10 0.08 0.12 0.092
H 0.68882 2.08782 -4.31768 0.02 -0.04 0.17 0.146
H 3.38519 2.10060 -3.24439 0.11 0.10 -0.01 0.067
H 2.81988 1.58333 -4.80984 0.09 -0.01 0.05 0.094
H 2.85708 0.42178 -3.50111 0.07 -0.08 0.01 0.088
H -0.41175 -0.21496 -4.58530 -0.07 0.03 -0.21 0.129
H -2.73900 -2.04407 -2.13713 0.05 -0.01 -0.07 0.105
H -0.40468 -3.57965 -3.34906 0.14 -0.05 -0.06 0.095
H -1.87623 -4.26665 -2.66330 -0.04 -0.13 0.01 0.095
H -0.71472 -3.42983 -1.61685 0.07 -0.09 0.10 0.056
H -1.73974 -2.29984 -5.00675 0.10 0.01 -0.13 0.086
H -2.95055 -1.12088 -4.48317 -0.08 0.07 -0.08 0.088
H -3.27091 -2.84900 -4.34555 -0.02 -0.04 -0.04 0.092
H -2.11607 -1.71135 -0.18979 -0.28 -0.28 -0.07 0.093
H -3.99598 2.53721 1.62523 -0.19 0.14 -0.06 0.132
H -5.15006 0.77410 0.53851 0.23 -0.10 -0.01 0.143
H -4.18025 -1.36980 2.46006 0.02 -0.06 0.08 0.063
H -5.86012 -1.04720 2.03068 -0.10 -0.07 0.02 0.093
H -4.90680 0.18421 2.85472 0.00 0.03 0.08 0.085
H -4.22858 -2.01768 -0.17893 0.12 -0.09 -0.03 0.049
H -4.26917 -0.65574 -1.32369 0.02 -0.05 -0.16 0.084
H -5.73317 -1.19767 -0.50867 -0.07 0.00 -0.05 0.095
H -1.73867 4.03862 2.63040 0.11 -0.04 -0.12 0.155
H 0.50829 3.44966 0.74220 0.20 -0.02 -0.19 0.022
H 0.53508 4.20882 2.36312 0.18 -0.04 -0.01 0.071
H 0.12995 5.16329 0.94528 0.15 -0.02 -0.04 0.099
H -2.03891 4.66189 -0.34095 0.01 -0.03 -0.11 0.092
H -2.13570 5.80489 1.00513 0.01 0.10 -0.03 0.092
H -3.36352 4.56159 0.81950 -0.09 0.03 -0.04 0.078
H 1.29987 -3.93643 2.66416 0.07 -0.21 0.01 0.137
H -1.26156 -4.20213 2.71108 0.07 0.17 -0.14 0.154
H -2.86100 -3.72577 0.19034 -0.07 0.12 -0.14 0.074
H -3.07507 -2.75705 1.67042 -0.11 0.06 -0.07 0.051
H -3.34234 -4.49543 1.68524 -0.01 -0.04 0.05 0.101
H -0.74499 -5.02417 -0.17212 0.00 -0.04 -0.13 0.067
H -1.44507 -6.03269 1.09362 -0.05 -0.09 -0.01 0.095
H 0.22658 -5.49108 1.22234 0.08 -0.07 0.01 0.077
H 3.31431 -2.26459 3.15618 -0.03 0.07 -0.04 0.150
H 3.91700 -2.95239 0.24864 -0.01 0.01 -0.09 0.092
H 3.42903 -4.10613 1.48705 -0.04 -0.11 0.01 0.079
H 4.96180 -3.26534 1.64167 0.12 0.01 -0.02 0.095
H 4.60607 -0.79697 0.92973 0.06 0.09 -0.11 0.083
H 4.69683 -0.49848 2.65642 0.10 0.09 0.02 0.099
H 3.29785 0.09543 1.73941 0.20 0.13 0.00 -0.013
N 3.25948 1.49889 -0.48773 -1.03 -1.25 0.67 -0.024
C 4.06271 2.70797 -0.23346 0.23 0.42 0.40 -0.214
C 4.41678 2.91391 1.23552 -0.39 -0.02 -0.18 -0.164
C 3.24680 3.31837 2.12629 0.50 0.22 -0.40 -0.221
N 2.31184 2.20830 2.39494 -1.25 -1.04 -0.33 -0.037
H 3.82710 0.68735 -0.24792 -0.06 0.03 -0.10 0.073
H 3.09067 1.44000 -1.49117 -0.12 -0.16 0.15 0.038
H 3.51394 3.57485 -0.60575 0.01 -0.03 -0.06 0.119
H 5.00433 2.63340 -0.79019 -0.23 -0.01 -0.10 0.138
H 5.14626 3.72214 1.27440 0.07 -0.03 0.04 0.133
H 4.90409 2.02025 1.62507 0.13 -0.05 0.10 0.111
H 2.70168 4.13706 1.65464 -0.04 -0.03 0.07 0.106
H 3.65590 3.68954 3.07336 -0.23 -0.08 -0.06 0.139
H 1.56950 2.55681 3.00051 0.04 -0.15 -0.07 0.088
H 2.81043 1.51741 2.95044 -0.12 -0.11 -0.04 0.089
```
Forces are in eV/Å.